{"formula": "C7H5ClS", "method": "wB97M-V/def2-TZVPD", "de_lowest_kcal_mol": 106.1, "gap_ev": 7.2, "lumo_energy_ha": -0.064, "symbols": ["C", "C", "C", "C", "C", "C", "C", "S", "Cl", "H", "H", "H", "H", "H"], "xyz": [[3.0151, 2.6695, -0.5685], [2.3827, 1.6261, -0.5936], [-2.1397, -0.9758, 0.9106], [-0.7402, -1.0645, 0.9004], [-2.6577, -0.1698, -0.0872], [-0.1864, -0.5238, -0.2364], [1.1688, -0.5667, -0.5822], [-1.3833, 0.3302, -1.0859], [2.1046, -1.4478, 0.5196], [3.4952, 3.5946, -0.3957], [-2.7758, -1.3788, 1.6837], [-0.1595, -1.8614, 1.4777], [-3.5261, 0.2476, -0.2828], [1.4022, -0.4794, -1.6598]], "mulliken_charge": [-0.345, -0.451, -0.645, -0.425, -0.312, 0.383, -0.011, -0.065, -0.132, 0.365, 0.364, 0.287, 0.561, 0.427]}

***

{"formula": "C3H4N4O", "method": "wB97M-V/def2-TZVPD", "de_lowest_kcal_mol": 169.3, "gap_ev": 8.9, "lumo_energy_ha": -0.026, "symbols": ["C", "C", "C", "H", "H", "H", "H", "N", "N", "N", "N", "O"], "xyz": [[-0.2932, 0.1021, -0.7575], [-1.1912, 0.1460, 1.6039], [0.5529, -0.5706, 0.2826], [0.1583, 1.0039, -2.4503], [1.3698, -0.0952, -1.6038], [-1.8056, 0.1684, 2.5698], [2.4679, -1.1487, 0.6941], [0.0731, -0.3025, -1.9963], [-1.3212, 0.8350, -0.5866], [-0.2436, -0.7673, 1.5507], [1.9350, -0.5370, -0.0256], [-1.7023, 1.1660, 0.7190]], "mulliken_charge": [0.302, 0.076, 0.457, 0.393, 0.473, 0.337, 0.275, -0.687, -0.402, -0.439, -0.611, -0.174]}